# C26H46ClF9IN5O25PS7

7 unconnected molecules or ions with the total composition C26H46ClF9IN5O25PS7 at a distorted geometry (ωB97M-V with the def2-TZVPD basis set, the OMol25 dataset).

```
! wB97M-V def2-TZVPD RIJCOSX def2/J DEFGRID3
* xyz 1 1
C 5.1144 -1.0714 0.7902
C 3.8820 -1.1278 1.3993
C 2.6006 -1.3665 0.6767
N 2.0140 -2.5719 0.4841
C 0.8413 -2.4060 -0.1874
N 0.0170 -3.4175 -0.4934
C 0.5619 -4.7223 0.0301
C -0.3025 -5.9712 -0.2455
C -1.3635 -6.2845 0.8691
Cl -2.4816 -7.6130 0.4092
C -1.2502 -3.2613 -1.1779
C -2.3637 -2.8862 -0.1254
C -3.7856 -3.4224 -0.5022
F -4.5693 -3.0915 0.5747
F -3.6893 -4.7803 -0.5138
C -4.2900 -2.8166 -1.8393
F -3.6515 -3.3425 -2.8973
F -3.9590 -1.4988 -1.8608
S -6.1337 -2.9220 -2.1852
F -6.3369 -4.1958 -1.2395
F -6.4932 -1.8703 -1.0413
F -5.9786 -1.7361 -3.2843
F -5.8673 -3.9595 -3.4101
F -7.6929 -2.9933 -2.5515
N 0.6845 -1.0783 -0.4733
C -0.2951 -0.2837 -1.1819
C 0.0812 -0.0892 -2.7234
C 1.1359 -1.1039 -3.2486
I 3.1909 -0.3906 -3.0793
N 1.7597 -0.4899 0.0839
P 2.2768 1.2341 0.1978
N 1.3441 1.9250 1.4996
O 1.8312 2.1171 -1.1596
H 5.8332 -1.8962 0.9615
H 5.3388 -0.2336 0.0987
H 3.8086 -1.0330 2.5032
H 0.6621 -4.6193 1.1328
H 1.5482 -4.8872 -0.4484
H 0.3871 -6.8457 -0.2036
H -0.7432 -6.0357 -1.2650
H -1.8910 -5.3884 1.2368
H -0.7726 -6.6647 1.7309
H -1.2167 -2.5357 -2.0199
H -1.6108 -4.1887 -1.6697
H -2.0558 -3.3026 0.8561
H -2.4969 -1.7991 0.0379
H -0.3345 0.7466 -0.7674
H -1.3313 -0.6477 -1.1667
H -0.8442 -0.2755 -3.3212
H 0.3394 0.9686 -2.9277
H 1.0256 -2.1312 -2.8535
H 0.9676 -1.1861 -4.3403
H 0.9565 1.2017 2.1144
H 0.5924 2.5205 1.1365
H 1.3276 2.8993 -0.8531
C 5.0142 4.3329 -1.2390
C 4.2384 4.1496 -2.5272
O 5.2009 3.6545 -3.4670
S 6.2833 2.7532 -2.6894
O 5.9112 1.3879 -2.8191
O 7.5788 3.2230 -3.0170
O 5.9190 3.2246 -1.1929
H 5.6025 5.2534 -1.2568
H 4.3686 4.3338 -0.3628
H 3.7969 5.0780 -2.8832
H 3.4567 3.3947 -2.4145
C 6.9570 1.8074 3.7335
C 6.1169 2.1852 4.9361
O 5.0106 2.9138 4.3920
S 4.6560 2.3325 2.9340
O 3.5813 1.4088 3.0737
O 4.6266 3.4094 2.0114
O 6.0099 1.4918 2.7064
H 7.5637 2.6488 3.3915
H 7.6023 0.9542 3.9317
H 6.6635 2.7949 5.6516
H 5.7238 1.2988 5.4401
C -0.2738 3.1494 5.2134
C -1.7399 3.2471 4.8379
O -2.0214 2.0266 4.1457
S -1.1134 0.8444 4.7625
O -1.8879 0.1227 5.6967
O -0.4160 0.2105 3.6908
O -0.0732 1.7802 5.5694
H 0.3707 3.3790 4.3599
H -0.0157 3.8002 6.0463
H -1.9501 4.1051 4.2029
H -2.3762 3.2877 5.7253
C -6.7398 -2.3659 4.8405
C -6.0908 -2.0028 3.5196
O -5.5264 -0.7058 3.7348
S -5.0541 -0.5797 5.2751
O -3.6599 -0.8474 5.3450
O -5.6292 0.5955 5.8239
O -5.8512 -1.8636 5.8420
H -7.7045 -1.8668 4.9584
H -6.8722 -3.4399 4.9547
H -6.8035 -1.9795 2.6980
H -5.2771 -2.6906 3.2751
C 0.2588 -1.7513 -9.1897
C -1.2103 -1.6946 -8.8257
O -1.2593 -2.1002 -7.4524
S 0.0842 -1.6204 -6.7108
O -0.1888 -0.3997 -6.0337
O 0.6600 -2.7409 -6.0573
O 0.9466 -1.2838 -8.0230
H 0.5802 -2.7762 -9.3873
H 0.4967 -1.1264 -10.0477
H -1.8186 -2.3518 -9.4425
H -1.5967 -0.6748 -8.8917
C -0.9991 6.9373 1.4173
C -1.7481 6.6919 0.1251
O -0.7560 6.1828 -0.7764
S 0.3269 5.3375 0.0484
O -0.0142 3.9487 -0.0468
O 1.6187 5.8149 -0.2761
O -0.0710 5.8465 1.5170
H -0.4287 7.8673 1.3777
H -1.6605 6.9561 2.2807
H -2.2018 7.5960 -0.2731
H -2.5167 5.9256 0.2508
*
```

Output
- Kohn-Sham gap: 8.139 eV
- E_tot: -7957.9096 Eh
- HOMO level: -10.42 eV
- E_LUMO: -2.279 eV
- Strongest force on any atom: 3.45 eV Å⁻¹